[1]
Here is a molecular structure, C28H34NW in a non-equilibrium geometry from the OMol25 dataset. Energies are from ωB97M-V/def2-TZVPD.

As for the energy above the lowest of the compared OMol25 structures with the same formula, charge and spin: 1.4281 eV. Its spin multiplicity is 3. As for the charge: +1. The calculation puts the LUMO energy (spin up / spin down) at -3.441 / -3.864 eV. For the energy, the calculation gives -1208.48189 hartree. The HOMO energy (spin up / spin down) comes out at -9.94 / -9.92 eV. As for the expectation value of S²: 2.023.

```
64
C28H34NW ωB97M-V/def2-TZVPD
C 2.1938 1.2793 -0.7717
C 1.0138 1.7995 -1.4321
C 0.5253 0.7660 -2.3264
C 1.3725 -0.4006 -2.1566
C 2.3890 -0.0526 -1.2077
W 0.1710 0.1044 -0.3317
C -2.0029 -1.2115 1.2286
C -0.6089 -1.0371 1.6182
H -0.5997 -0.4269 2.5198
C 0.6648 -1.4205 1.0665
H 0.8167 -2.3828 0.5774
H 1.4949 -1.1145 1.7149
C -2.8947 -2.2495 1.9204
H -3.4408 -1.7426 2.7488
H -3.6504 -2.6979 1.2554
H -2.3453 -3.0810 2.3724
C -1.2626 -3.4308 0.1407
H -0.3818 -3.7823 -0.4124
H -1.1581 -3.7061 1.2046
H -2.2438 -3.7102 -0.2485
C 0.3949 3.1330 -1.2244
H 0.5074 3.4894 -0.1969
H 0.8451 3.8781 -1.8890
H -0.6732 3.1008 -1.4410
C -0.6559 0.9168 -3.2102
H -1.5184 1.2460 -2.6173
H -0.4541 1.6834 -3.9725
H -0.9030 -0.0348 -3.6835
C 1.4179 -1.6226 -3.0176
H 0.4381 -1.8239 -3.4814
H 2.0411 -1.5177 -3.9183
H 1.7490 -2.4838 -2.4235
C 3.5571 -0.9228 -0.8455
H 3.3076 -1.9847 -0.9206
H 4.4233 -0.7505 -1.5011
H 3.8918 -0.7451 0.1813
C 3.1603 2.0739 0.0561
H 3.5465 1.4889 0.8923
H 4.0303 2.4106 -0.5232
H 2.6973 2.9663 0.4736
C -1.0120 -2.2619 -2.1056
C -2.6285 -0.1526 0.8984
C -2.2839 -1.8037 -2.0971
C -3.7598 0.2403 0.2970
H -0.6431 -3.1255 -2.5976
C -3.3280 -0.7803 -2.0480
H -2.7783 -2.7797 -2.2245
C -3.9803 0.0522 -1.1140
H -4.5719 0.7591 0.8241
H -3.9228 -0.9687 -2.9785
H -4.8568 0.6067 -1.5139
N 0.3616 1.4244 1.2975
C 0.4905 1.9502 2.3531
C 0.8689 2.5297 3.5924
C 1.1336 1.7369 4.7418
C 1.7599 2.2846 5.8685
C 2.0690 3.6513 5.9054
C 1.7054 4.4756 4.8335
C 1.0874 3.9244 3.7019
H 0.8535 0.6811 4.7305
H 2.0128 1.6520 6.7317
H 2.5671 4.0740 6.7812
H 1.9081 5.5565 4.8774
H 0.7759 4.5719 2.8797
```

In the natural (NBO) picture, each atom carries the following charge in e: number 1, C, carries 0.0065; number 2, C, carries -0.1319; number 3, C, carries -0.1863; number 4, C, carries -0.0982; number 5, C, carries -0.0039; number 6, W, carries 1.1473; number 7, C, carries -0.1110; number 8, C, carries -0.2862; number 9, H, carries 0.2061; number 10, C, carries -0.6484; number 11, H, carries 0.2082; number 12, H, carries 0.2166; number 13, C, carries -0.6244; number 14, H, carries 0.2235; number 15, H, carries 0.2258; number 16, H, carries 0.2217; number 17, C, carries -0.4952; number 18, H, carries 0.1678; number 19, H, carries 0.1721; number 20, H, carries 0.1668; number 21, C, carries -0.6265; number 22, H, carries 0.2181; number 23, H, carries 0.2353; number 24, H, carries 0.2264; number 25, C, carries -0.6176; number 26, H, carries 0.2167; number 27, H, carries 0.2338; number 28, H, carries 0.2301; number 29, C, carries -0.6172; number 30, H, carries 0.2344; number 31, H, carries 0.2434; number 32, H, carries 0.2251; number 33, C, carries -0.6401; number 34, H, carries 0.2289; number 35, H, carries 0.2424; number 36, H, carries 0.2289; number 37, C, carries -0.6417; number 38, H, carries 0.2290; number 39, H, carries 0.2480; number 40, H, carries 0.2261; number 41, C, carries -0.0927; number 42, C, carries 0.0474; number 43, C, carries -0.3367; number 44, C, carries -0.2230; number 45, H, carries 0.1916; number 46, C, carries -0.2115; number 47, H, carries 0.2626; number 48, C, carries -0.1978; number 49, H, carries 0.2365; number 50, H, carries 0.2435; number 51, H, carries 0.2324; number 52, N, carries -0.3972; number 53, C, carries 0.4126; number 54, C, carries -0.1496; number 55, C, carries -0.1501; number 56, C, carries -0.2152; number 57, C, carries -0.1551; number 58, C, carries -0.2156; number 59, C, carries -0.1491; number 60, H, carries 0.2272; number 61, H, carries 0.2389; number 62, H, carries 0.2351; number 63, H, carries 0.2387; number 64, H, carries 0.2266

=====

[2]
Here is C19H24ClN3O4S in the gas phase from the OMol25 dataset. Energies are from ωB97M-V/def2-TZVPD.

As for the energy above the lowest of the compared OMol25 structures with the same formula, charge and spin: 0.1242 eV. As for the structure (SMILES): COC(=O)c1cc(S(=O)(=O)NCC2CCN(Cc3cccc(Cl)c3)CC2)c[nH]1. As for the charge: 0. The calculation puts the LUMO energy at 0.499 eV. For the energy, the calculation gives -2062.03866 hartree. The HOMO energy comes out at -8.99 eV.

```
52
C19H24ClN3O4S ωB97M-V/def2-TZVPD
C -5.4867 -4.1931 -1.8927
O -5.1409 -2.9512 -1.2941
C -5.4379 -2.8289 0.0034
O -5.9570 -3.6976 0.6683
C -5.0640 -1.5252 0.5453
C -4.4821 -0.4074 -0.0231
C -4.3692 0.5468 0.9976
S -3.6746 2.1786 0.8854
O -4.0126 2.8790 2.0874
O -4.0059 2.7401 -0.3868
N -2.0321 1.9438 0.9159
C -1.4393 1.2731 -0.2163
C 0.0224 1.6837 -0.4199
C 0.9328 1.1250 0.6731
C 2.3845 1.5023 0.3957
N 2.7992 0.9814 -0.8938
C 4.2246 1.1490 -1.1057
C 5.0195 0.2538 -0.1933
C 6.1991 0.6848 0.3975
C 6.9237 -0.1640 1.2170
C 6.4788 -1.4502 1.4654
C 5.2981 -1.8738 0.8760
Cl 4.7242 -3.4784 1.1788
C 4.5707 -1.0386 0.0488
C 2.0033 1.5673 -1.9546
C 0.5362 1.1900 -1.7716
C -4.8796 -0.0090 2.1516
N -5.2941 -1.2551 1.8663
H -5.1675 -4.1282 -2.9293
H -4.9784 -5.0147 -1.3838
H -6.5645 -4.3565 -1.8322
H -4.1932 -0.2866 -1.0461
H -1.7071 1.6481 1.8215
H -1.5105 0.1789 -0.1271
H -2.0331 1.5948 -1.0744
H 0.0665 2.7769 -0.3949
H 0.6428 1.5147 1.6498
H 0.8510 0.0365 0.6922
H 3.0327 1.0717 1.1628
H 2.4920 2.6027 0.4342
H 4.4438 0.8667 -2.1415
H 4.5446 2.1985 -0.9715
H 6.5539 1.6888 0.2157
H 7.8411 0.1787 1.6711
H 7.0357 -2.1153 2.1061
H 3.6505 -1.3702 -0.4043
H 2.3639 1.1793 -2.9109
H 2.0999 2.6688 -1.9736
H 0.4450 0.1034 -1.8164
H -0.0540 1.6203 -2.5817
H -4.9672 0.4354 3.1221
H -5.7290 -1.9188 2.4903
```

In the natural (NBO) picture, each atom carries the following charge in e: number 1, C, carries -0.2606; number 2, O, carries -0.4921; number 3, C, carries 0.7640; number 4, O, carries -0.6080; number 5, C, carries -0.0187; number 6, C, carries -0.2058; number 7, C, carries -0.4485; number 8, S, carries 2.3448; number 9, O, carries -0.9384; number 10, O, carries -0.9313; number 11, N, carries -0.8546; number 12, C, carries -0.2285; number 13, C, carries -0.2258; number 14, C, carries -0.4072; number 15, C, carries -0.2220; number 16, N, carries -0.4433; number 17, C, carries -0.2328; number 18, C, carries -0.0299; number 19, C, carries -0.2129; number 20, C, carries -0.1898; number 21, C, carries -0.2458; number 22, C, carries -0.0336; number 23, Cl, carries -0.0012; number 24, C, carries -0.1942; number 25, C, carries -0.2121; number 26, C, carries -0.3914; number 27, C, carries 0.0043; number 28, N, carries -0.4592; number 29, H, carries 0.1986; number 30, H, carries 0.1953; number 31, H, carries 0.1952; number 32, H, carries 0.2471; number 33, H, carries 0.3995; number 34, H, carries 0.1803; number 35, H, carries 0.2283; number 36, H, carries 0.2091; number 37, H, carries 0.2046; number 38, H, carries 0.2051; number 39, H, carries 0.2139; number 40, H, carries 0.1631; number 41, H, carries 0.2132; number 42, H, carries 0.1739; number 43, H, carries 0.2124; number 44, H, carries 0.2172; number 45, H, carries 0.2271; number 46, H, carries 0.2328; number 47, H, carries 0.2021; number 48, H, carries 0.1610; number 49, H, carries 0.2032; number 50, H, carries 0.2119; number 51, H, carries 0.2386; number 52, H, carries 0.4412

=====

[3]
Here is a gas-phase ion, C34H46N5 (charge +1) in a non-equilibrium geometry from the OMol25 dataset. Energies are from ωB97M-V/def2-TZVPD.

As for the energy above the lowest of the compared OMol25 structures with the same formula, charge and spin: 3.1387 eV. As for the charge: +1. The calculation puts the LUMO energy at -3.504 eV. For the energy, the calculation gives -1596.60745 hartree. The HOMO energy comes out at -7.45 eV.

```
85
C34H46N5 ωB97M-V/def2-TZVPD
C -2.3044 2.8899 1.1149
C -1.4435 3.1645 -0.1026
C -1.9158 4.3192 -0.9438
N -1.5074 2.0261 -1.0767
N -2.3628 2.1319 -2.0902
N -2.1971 0.9934 -2.8121
C -3.3703 0.6311 -3.6772
C -3.6671 1.9020 -4.4391
C -4.5264 0.1974 -2.8047
C -1.2658 0.1634 -2.2246
C -0.6259 -0.9458 -3.0668
C 0.7053 -1.3571 -2.4365
C -0.3740 -0.3788 -4.4776
C -1.5538 -2.1591 -3.1565
C -0.9151 0.7959 -1.0350
C -0.2425 0.3407 0.2359
H -2.3147 3.7776 1.7533
H -3.3389 2.6957 0.8132
H -1.9447 2.0541 1.7246
H -0.3943 3.2812 0.2016
H -1.8108 5.2583 -0.3928
H -1.3204 4.3788 -1.8584
H -2.9646 4.1685 -1.2264
H -3.0641 -0.1667 -4.3542
H -4.5917 1.8081 -5.0196
H -3.7649 2.7220 -3.7204
H -2.8549 2.1422 -5.1358
H -5.4134 -0.0287 -3.4058
H -4.2772 -0.7018 -2.2337
H -4.7817 1.0147 -2.1196
H 0.5211 -1.8111 -1.4537
H 1.2281 -2.0927 -3.0710
H 1.3546 -0.4758 -2.3267
H -1.3090 -0.1016 -4.9786
H 0.2628 0.5132 -4.4231
H 0.1372 -1.1200 -5.1068
H -2.5329 -1.8924 -3.5787
H -1.0863 -2.9194 -3.8009
H -1.7189 -2.5880 -2.1602
H 0.6837 -0.1672 -0.0514
H 0.0741 1.2233 0.8149
C 2.7243 0.4370 5.2884
C 2.9275 0.7621 3.8632
N 3.7589 1.7500 3.4517
C 4.4818 2.6501 4.3387
C 3.8425 1.7828 2.0556
C 3.0543 0.7266 1.5586
C 3.0597 0.4718 0.1883
C 3.7594 1.3547 -0.6602
C 4.4447 2.4725 -0.1424
C 4.5061 2.7025 1.2418
C 2.3705 0.1326 2.7073
C 1.2225 -0.6651 2.7222
C 0.8369 -1.8695 2.0779
C 1.2171 -3.2568 2.1260
C 2.3190 -3.8903 2.8630
N 0.2876 -3.9666 1.4401
C 0.3221 -5.4019 1.2095
C -0.7517 -3.1174 1.0010
C -0.3960 -1.8260 1.3793
C -1.1660 -0.6124 1.0735
C -2.4470 -0.9797 0.3741
C -2.8047 -2.2652 0.0793
C -1.9481 -3.3758 0.3451
H 1.9503 -0.3327 5.3667
H 3.6400 0.0423 5.7598
H 2.4062 1.3093 5.8771
H 4.7597 3.5313 3.7448
H 3.8338 2.9486 5.1772
H 5.3973 2.1829 4.7483
H 2.5954 -0.4423 -0.1876
H 3.7712 1.1630 -1.7432
H 4.9539 3.1595 -0.8229
H 5.0313 3.5477 1.6877
H 0.4878 -0.3392 3.4963
H 2.9085 -3.0743 3.2882
H 1.9795 -4.5442 3.6823
H 2.9472 -4.4857 2.1905
H -0.4025 -5.6464 0.4284
H 1.3217 -5.6938 0.8717
H 0.0752 -5.9694 2.1162
H -1.3649 -0.0833 2.0287
H -3.1097 -0.1373 0.0852
H -3.7871 -2.4358 -0.3811
H -2.2278 -4.4033 0.1064
```

In the Mulliken picture, each atom carries the following charge in e: number 1, C, carries -0.9812; number 2, C, carries 0.2780; number 3, C, carries -1.5070; number 4, N, carries 0.9572; number 5, N, carries -1.1748; number 6, N, carries 1.2210; number 7, C, carries 0.1718; number 8, C, carries -1.3774; number 9, C, carries -1.1908; number 10, C, carries -0.2971; number 11, C, carries 1.9268; number 12, C, carries -1.7381; number 13, C, carries -1.6119; number 14, C, carries -1.1362; number 15, C, carries -1.0825; number 16, C, carries 2.6279; number 17, H, carries 0.4471; number 18, H, carries 0.2858; number 19, H, carries 0.1665; number 20, H, carries 0.2754; number 21, H, carries 0.4429; number 22, H, carries 0.4249; number 23, H, carries 0.3236; number 24, H, carries 0.2732; number 25, H, carries 0.4426; number 26, H, carries 0.3190; number 27, H, carries 0.3420; number 28, H, carries 0.4400; number 29, H, carries 0.1481; number 30, H, carries 0.3255; number 31, H, carries 0.1494; number 32, H, carries 0.6042; number 33, H, carries 0.2968; number 34, H, carries 0.2927; number 35, H, carries 0.3446; number 36, H, carries 0.4462; number 37, H, carries 0.1374; number 38, H, carries 0.4911; number 39, H, carries 0.0563; number 40, H, carries -1.9772; number 41, H, carries 0.3937; number 42, C, carries -1.7443; number 43, C, carries -0.1991; number 44, N, carries 0.1885; number 45, C, carries -0.9389; number 46, C, carries -0.2770; number 47, C, carries 1.2436; number 48, C, carries -0.0054; number 49, C, carries -0.5946; number 50, C, carries -0.7841; number 51, C, carries -1.0243; number 52, C, carries 1.1877; number 53, C, carries -1.1594; number 54, C, carries 1.0950; number 55, C, carries 0.3608; number 56, C, carries -1.7702; number 57, N, carries 0.1933; number 58, C, carries -1.0294; number 59, C, carries 0.4788; number 60, C, carries -0.3803; number 61, C, carries 0.3239; number 62, C, carries -1.3254; number 63, C, carries -0.7825; number 64, C, carries -0.9751; number 65, H, carries 0.3969; number 66, H, carries 0.3431; number 67, H, carries 0.4190; number 68, H, carries 0.3285; number 69, H, carries 0.3437; number 70, H, carries 0.2904; number 71, H, carries 0.2525; number 72, H, carries 0.4238; number 73, H, carries 0.3920; number 74, H, carries 0.2616; number 75, H, carries 0.5325; number 76, H, carries 0.3788; number 77, H, carries 0.3423; number 78, H, carries 0.4171; number 79, H, carries 0.3690; number 80, H, carries 0.3562; number 81, H, carries 0.3057; number 82, H, carries 0.6700; number 83, H, carries 0.4703; number 84, H, carries 0.3433; number 85, H, carries 0.3046

=====

[4]
Here is 2 unconnected molecules or ions with the total composition C2H10N2O in a non-equilibrium geometry from the OMol25 dataset. Energies are from ωB97M-V/def2-TZVPD.

As for the energy above the lowest of the compared OMol25 structures with the same formula, charge and spin: 0.8350 eV. As for the structure (SMILES): CNCN.O. As for the charge: 0. The calculation puts the LUMO energy at 0.943 eV. For the energy, the calculation gives -266.91357 hartree. The HOMO energy comes out at -8.67 eV.

```
15
C2H10N2O ωB97M-V/def2-TZVPD
C -1.4965 -0.8859 0.5227
N -0.7763 -0.5411 -0.6811
C 0.6675 -0.4868 -0.6226
N 1.1527 0.3991 -1.7139
H -1.5765 -1.9867 0.6544
H -1.1118 -0.4875 1.4645
H -2.5308 -0.5199 0.4598
H -1.2129 -0.9314 -1.4972
H 1.0606 -1.5038 -0.6708
H 0.9805 0.0233 0.3139
H 1.2349 -0.1732 -2.5430
H 0.4048 1.0952 -1.7936
O 0.9345 1.9593 2.4487
H 1.6049 2.5200 2.0293
H 0.6644 1.5194 1.6289
```

In the natural (NBO) picture, each atom carries the following charge in e: number 1, C, carries -0.4173; number 2, N, carries -0.6737; number 3, C, carries -0.0409; number 4, N, carries -0.8387; number 5, H, carries 0.1627; number 6, H, carries 0.2013; number 7, H, carries 0.1988; number 8, H, carries 0.3682; number 9, H, carries 0.1644; number 10, H, carries 0.1577; number 11, H, carries 0.3523; number 12, H, carries 0.3649; number 13, O, carries -0.9214; number 14, H, carries 0.4640; number 15, H, carries 0.4576